Computed, not measured: the ion C3H4NO with charge +1 in a non-equilibrium geometry, with ωB97M-V/def2-TZVPD.

Largest force on an atom = 3.22 eV Å⁻¹
Net charge = +1
Calculated total energy = -246.29582 Ha

Each line ends with the Mulliken charge.
Geometry (Å):
C  -0.848  -1.550  0.697  0.42
C  0.817  0.604  -0.427  -1.02
C  -0.590  0.528  -0.180  0.31
N  -0.477  -2.577  0.960  -0.15
O  -1.327  -0.369  0.371  -0.21
H  1.354  -0.267  -0.730  0.44
H  0.911  1.419  -1.053  0.33
H  1.296  0.829  0.588  0.39
H  -1.135  1.383  -0.226  0.48